# C5H10NS

A gas-phase ion, C5H10NS (charge +1) in a non-equilibrium geometry (ωB97M-V with the def2-TZVPD basis set, the Open Molecules 2025 dataset).

- SMILES string = CC(C)/[NH+]=C/C=S
- Kohn-Sham gap (Eh) = 0.263
- energy relative to the best compared isomer or geometry (same formula, charge and spin) (kcal per mole) = 68.1
- HOMO level (eV) = -14.21
- E_tot (Eh) = -649.11688

```
! RIJCOSX wB97M-V def2-TZVPD def2/J DEFGRID3
* xyz 1 1
H 3.436 1.193 -1.248
H 1.021 -0.536 0.661
H -2.508 -1.255 -0.423
H -0.518 -0.172 2.016
C -0.889 0.145 -0.064
C 1.383 0.726 -0.874
C -1.483 -1.290 -0.550
H -1.164 -2.269 -0.179
N 0.614 0.001 -0.136
H 1.011 1.178 -1.780
C 2.720 0.716 -0.540
C -1.189 0.356 1.331
H -1.185 -1.144 -1.604
H -2.200 -0.021 1.518
H -1.293 0.860 -0.709
H -1.078 1.482 1.680
S 3.323 0.032 0.901
*
```

Atomic partial charges in e from the Mulliken method, atoms 1 to 4:
1 H 0.32
2 H 0.27
3 H 0.42
4 H 0.38